Entry from OMol25: C3H2N2OS in the gas phase at a distorted geometry (ωB97M-V/def2-TZVPD).

Calculated values
**2S+1**: 1
**ΔE to the lowest compared entry with this formula, charge and spin**: 22.5 kcal per mole
**Highest occupied orbital energy**: -8.8 eV
**HOMO-LUMO gap**: 8.0767 eV

CARTESIAN COORDINATES (ANGSTROEM)
1 C -0.314 0.852 0.969
2 C 0.404 -1.212 0.270
3 C 0.070 0.429 -1.267
4 H 0.719 -2.192 0.414
5 H 0.095 0.616 -2.326
6 N 0.209 -0.422 1.266
7 N -0.161 1.341 -0.332
8 O 0.218 -0.940 -1.122
9 S -1.240 1.528 2.128


Entry from OMol25: a molecular structure, C27H35FN4P2Ru at a distorted geometry (ωB97M-V/def2-TZVPD).

Calculated values
**2S+1**: 5
**ΔE to the lowest compared entry with this formula, charge and spin**: 2.6 kcal per mole
**Net charge**: +2
**Highest occupied orbital energy (alpha / beta)**: -11.6 / -13.9 eV
**HOMO-LUMO gap (alpha / beta)**: 5.4118 / 6.6809 eV

CARTESIAN COORDINATES (ANGSTROEM)
1 Ru -0.635 1.368 -5.033
2 C -1.675 1.611 -6.615
3 C -1.514 0.162 -6.496
4 C -0.474 -0.633 -7.225
5 C 0.910 0.054 -7.167
6 C 1.097 0.860 -5.919
7 C 0.940 2.299 -5.775
8 C 0.349 3.158 -6.822
9 C -0.861 2.496 -7.506
10 C 1.099 0.160 -0.871
11 H -2.672 1.955 -6.383
12 H -2.455 -0.401 -6.353
13 H -0.806 -0.751 -8.265
14 H -0.419 -1.663 -6.820
15 H 1.649 -0.766 -7.133
16 H 1.090 0.617 -8.102
17 H 1.955 0.511 -5.347
18 H 1.669 2.742 -5.117
19 H 1.102 3.467 -7.553
20 H 0.040 4.103 -6.348
21 H -1.565 3.294 -7.759
22 H -0.569 1.960 -8.409
23 H 0.343 0.902 -1.064
24 H 1.934 0.659 -0.351
25 H 0.673 -0.612 -0.201
26 P 1.674 -0.654 -2.368
27 P -1.959 -0.529 -2.650
28 N 2.792 0.601 -3.059
29 N 2.805 -1.728 -1.781
30 N -2.971 0.559 -3.423
31 N -2.952 -1.410 -1.715
32 C 0.673 -1.523 -3.610
33 C -0.863 -1.696 -3.466
34 C 2.675 1.988 -2.863
35 C 3.850 2.618 -3.270
36 C 4.724 1.593 -3.768
37 C 4.060 0.382 -3.635
38 C 3.706 -1.332 -0.779
39 C 4.311 -2.451 -0.306
40 C 3.796 -3.582 -1.014
41 C 2.847 -3.126 -1.901
42 C -2.469 1.874 -3.793
43 C -3.606 2.623 -4.211
44 C -4.664 1.713 -4.374
45 C -4.267 0.463 -3.939
46 C -4.015 -2.199 -2.209
47 C -4.529 -2.901 -1.142
48 C -3.695 -2.640 0.009
49 C -2.695 -1.786 -0.372
50 H 1.067 -2.532 -3.730
51 H 0.855 -1.057 -4.593
52 H -1.307 -1.813 -4.477
53 H -1.069 -2.666 -2.969
54 H 1.797 2.406 -2.391
55 H 4.061 3.678 -3.217
56 H 5.727 1.752 -4.140
57 H 4.398 -0.614 -3.868
58 H 3.740 -0.275 -0.479
59 H 5.049 -2.444 0.499
60 H 4.091 -4.615 -0.864
61 H 2.176 -3.654 -2.584
62 H -1.611 2.283 -3.222
63 H -3.598 3.689 -4.413
64 H -5.644 1.933 -4.777
65 H -4.790 -0.489 -3.949
66 H -4.271 -2.183 -3.267
67 H -5.413 -3.525 -1.169
68 H -3.831 -3.038 1.011
69 H -1.813 -1.381 0.125
70 F -1.515 0.519 -1.543


Entry from OMol25: a molecular structure, C6F5HgSSe2Te2 at a distorted geometry (ωB97M-V/def2-TZVPD).

Calculated values
**2S+1**: 2
**Net charge**: -2
**Highest occupied orbital energy (alpha / beta)**: -1.1 / -1.1 eV
**HOMO-LUMO gap (alpha / beta)**: 5.4669 / 4.9426 eV

CARTESIAN COORDINATES (ANGSTROEM)
1 Hg 0.401 -2.604 1.006
2 Se -1.435 -4.051 0.280
3 Te 3.279 -6.082 -0.630
4 Te 3.111 -3.469 -0.366
5 Se 5.058 -2.689 0.861
6 F -2.447 3.268 -1.608
7 C -1.683 2.436 -0.881
8 C -0.340 2.291 -1.165
9 F 0.196 2.985 -2.184
10 C 0.442 1.435 -0.407
11 F 1.730 1.343 -0.745
12 C -0.066 0.709 0.667
13 S 0.962 -0.250 1.721
14 C -1.430 0.872 0.912
15 F -2.017 0.224 1.918
16 C -2.228 1.720 0.167
17 F -3.533 1.863 0.453


Entry from OMol25: C6H7N in the gas phase at a distorted geometry (ωB97M-V/def2-TZVPD).

Calculated values
**2S+1**: 1
**ΔE to the lowest compared entry with this formula, charge and spin**: 61.3 kcal per mole
**Highest occupied orbital energy**: -8.7 eV
**HOMO-LUMO gap**: 8.9413 eV

CARTESIAN COORDINATES (ANGSTROEM)
1 C -1.314 -0.620 -1.584
2 C -0.411 -0.087 -0.532
3 C 0.984 0.061 -0.591
4 C 0.955 0.278 1.674
5 C 1.480 0.766 0.488
6 N -1.085 0.379 0.503
7 C -0.423 0.109 1.626
8 H -0.806 -1.322 -2.227
9 H -1.686 0.210 -2.174
10 H -2.193 -1.103 -1.153
11 H 1.687 -0.207 -1.360
12 H 1.669 0.167 2.459
13 H 2.249 1.522 0.465
14 H -1.105 -0.153 2.405


Entry from OMol25: a gas-phase ion, C4H8NO2 (charge -1) at a distorted geometry (ωB97M-V/def2-TZVPD).

Calculated values
**2S+1**: 1
**ΔE to the lowest compared entry with this formula, charge and spin**: 42.8 kcal per mole
**Net charge**: -1
**Highest occupied orbital energy**: -4.2 eV
**HOMO-LUMO gap**: 8.2477 eV

CARTESIAN COORDINATES (ANGSTROEM)
1 O 0.585 -0.615 -2.142
2 C 0.314 0.569 -1.735
3 O 0.422 1.783 -2.242
4 C -0.328 0.652 -0.347
5 C 0.105 0.345 1.053
6 C 0.925 -0.891 1.154
7 N -1.609 -0.153 -0.479
8 H -0.731 1.758 -0.432
9 H -0.791 0.247 1.664
10 H 0.728 1.224 1.585
11 H 0.383 -1.688 1.660
12 H 1.174 -1.152 0.194
13 H 1.755 -0.815 1.834
14 H -1.315 -1.077 -0.262
15 H -1.617 -0.186 -1.503


Entry from OMol25: a molecular structure, C3H4I2O at a distorted geometry (ωB97M-V/def2-TZVPD).

Calculated values
**2S+1**: 1
**ΔE to the lowest compared entry with this formula, charge and spin**: 51.8 kcal per mole
**Highest occupied orbital energy**: -9.1 eV
**HOMO-LUMO gap**: 8.4791 eV

CARTESIAN COORDINATES (ANGSTROEM)
1 C 1.141 0.112 -0.480
2 C -0.070 -0.567 -0.351
3 C -1.218 -0.127 0.137
4 O 1.092 1.058 0.538
5 I -2.069 2.001 0.234
6 I -2.628 -1.527 0.638
7 H 1.427 0.626 -1.427
8 H 1.744 -0.700 -0.190
9 H 0.094 -1.660 -0.388
10 H 0.486 0.783 1.290


Entry from OMol25: a molecular structure, C4H8S at a distorted geometry (ωB97M-V/def2-TZVPD).

Calculated values
**2S+1**: 1
**ΔE to the lowest compared entry with this formula, charge and spin**: 41.7 kcal per mole
**Highest occupied orbital energy**: -8.8 eV
**HOMO-LUMO gap**: 9.7496 eV

CARTESIAN COORDINATES (ANGSTROEM)
1 C 1.119 -1.136 -0.306
2 C -0.251 -0.970 0.462
3 C -0.965 0.333 0.543
4 C -0.429 1.440 -0.288
5 H 1.830 -0.442 0.236
6 H 0.909 -0.878 -1.251
7 H 1.496 -2.045 -0.264
8 H -0.004 -1.443 1.401
9 H -1.416 0.802 1.418
10 H 0.387 0.998 -1.261
11 H -0.992 2.243 -0.679
12 H 0.331 2.003 0.287
13 S -2.015 -0.906 -0.299


Entry from OMol25: a molecular structure, C43H65BrN7SScSi3 (ωB97M-V/def2-TZVPD).

Calculated values
**2S+1**: 1
**ΔE to the lowest compared entry with this formula, charge and spin**: 23.2 kcal per mole
**Net charge**: +2
**Highest occupied orbital energy**: -12.9 eV
**HOMO-LUMO gap**: 7.7744 eV

CARTESIAN COORDINATES (ANGSTROEM)
1 Sc -0.241 0.366 -0.614
2 C -2.880 -4.655 0.181
3 N -1.651 -4.450 -0.578
4 C -0.947 -5.444 -1.233
5 C 0.113 -4.868 -1.812
6 N 0.068 -3.505 -1.500
7 C -1.035 -3.263 -0.731
8 S -1.686 -1.825 -0.106
9 C 1.149 -2.635 -1.824
10 C 1.890 -2.891 -2.966
11 C 3.045 -2.156 -3.177
12 C 3.434 -1.225 -2.228
13 C 2.578 -0.990 -1.168
14 N 1.427 -1.651 -0.982
15 H -3.320 -5.600 -0.121
16 H -3.572 -3.842 -0.021
17 H -2.665 -4.679 1.249
18 H -1.260 -6.473 -1.216
19 H 0.917 -5.303 -2.377
20 H 1.574 -3.639 -3.680
21 H 3.641 -2.322 -4.065
22 H 4.365 -0.681 -2.315
23 H 2.829 -0.266 -0.398
24 C 2.243 3.503 0.220
25 Si 1.285 3.613 -1.395
26 C 2.506 2.996 -2.684
27 C 0.933 5.394 -1.841
28 C -0.263 2.544 -1.224
29 C -0.984 2.695 0.059
30 C -1.035 3.821 0.896
31 C -1.866 3.821 1.991
32 C -2.674 2.708 2.251
33 C -2.553 1.616 1.435
34 N -1.715 1.592 0.384
35 Si -1.671 2.869 -2.478
36 C -2.521 4.495 -2.125
37 C -1.086 2.892 -4.265
38 C -3.030 1.554 -2.337
39 H 3.113 4.164 0.176
40 H 2.614 2.489 0.394
41 H 1.659 3.795 1.094
42 H 3.335 3.708 -2.724
43 H 2.087 2.943 -3.691
44 H 2.941 2.025 -2.428
45 H 1.874 5.936 -1.958
46 H 0.346 5.919 -1.084
47 H 0.391 5.466 -2.787
48 H -0.441 4.691 0.652
49 H -1.909 4.686 2.640
50 H -3.373 2.701 3.076
51 H -3.139 0.720 1.601
52 H -1.909 5.351 -2.416
53 H -2.772 4.612 -1.069
54 H -3.453 4.547 -2.695
55 H -0.009 3.020 -4.378
56 H -1.566 3.732 -4.775
57 H -1.379 1.980 -4.790
58 H -3.842 1.922 -1.706
59 H -2.711 0.599 -1.912
60 H -3.452 1.349 -3.325
61 C 3.801 -0.790 4.338
62 C 2.490 -1.569 4.529
63 C 2.544 -2.280 5.899
64 C 2.412 -2.624 3.409
65 Si 1.004 -0.406 4.555
66 Br 0.905 0.154 1.755
67 C -0.714 -1.164 4.784
68 C -1.778 -0.502 3.897
69 C -1.096 -0.987 6.269
70 C -0.742 -2.664 4.452
71 C 1.258 1.384 5.098
72 C -0.031 2.204 4.930
73 C 1.652 1.355 6.591
74 C 2.364 2.119 4.312
75 H 4.626 -1.505 4.304
76 H 3.998 -0.112 5.169
77 H 3.805 -0.219 3.408
78 H 3.410 -2.946 5.904
79 H 1.662 -2.890 6.098
80 H 2.665 -1.578 6.727
81 H 3.347 -3.191 3.412
82 H 2.294 -2.166 2.427
83 H 1.601 -3.331 3.562
84 H -1.863 0.569 4.065
85 H -2.747 -0.957 4.126
86 H -1.565 -0.668 2.842
87 H -1.153 0.058 6.572
88 H -0.398 -1.497 6.939
89 H -2.084 -1.427 6.426
90 H -0.490 -2.846 3.406
91 H -1.758 -3.033 4.624
92 H -0.077 -3.250 5.083
93 H -0.861 1.818 5.521
94 H -0.336 2.256 3.883
95 H 0.164 3.224 5.272
96 H 0.864 0.942 7.225
97 H 1.840 2.381 6.917
98 H 2.565 0.782 6.768
99 H 2.248 2.016 3.234
100 H 3.358 1.779 4.587
101 H 2.305 3.182 4.557
102 N -3.229 -4.211 -10.225
103 C -2.857 -3.619 -9.314
104 C -2.379 -2.882 -8.173
105 C -1.901 -1.584 -8.331
106 C -1.403 -0.895 -7.239
107 C -1.360 -1.518 -6.002
108 C -1.863 -2.799 -5.828
109 C -2.382 -3.479 -6.915
110 N -0.717 -0.857 -4.908
111 C 0.460 -0.141 -4.983
112 C 0.745 0.246 -3.715
113 N -0.235 -0.222 -2.861
114 C -1.092 -0.879 -3.618
115 H -1.914 -1.118 -9.307
116 H -1.065 0.127 -7.349
117 H -1.833 -3.271 -4.854
118 H -2.771 -4.481 -6.801
119 H 0.977 0.017 -5.914
120 H 1.580 0.821 -3.366
121 H -1.998 -1.349 -3.270


Number 1: energy -698.40536 hartree. Number 2: energy -2145.50661 hartree. Number 3: energy -6618.56209 hartree. Number 4: energy -287.48956 hartree. Number 5: energy -362.45605 hartree. Number 6: energy -787.24044 hartree. Number 7: energy -555.30346 hartree. Number 8: energy -6662.01018 hartree.